Entry 1:
This record from the Open Molecules 2025 dataset describes a molecular structure, C14H12CsIN2O2Se3Te at a distorted geometry. The level of theory is ωB97M-V/def2-TZVPD.

ORCA input file:
```
! RIJCOSX wB97M-V def2-TZVPD def2/J DEFGRID3
* xyz -2 1
Cs -1.68 0.16 0.20
C -2.82 0.24 3.93
C -1.62 1.05 4.34
N -1.28 1.12 5.59
C -0.14 1.79 5.94
C 0.68 2.40 5.03
C 1.94 3.06 5.52
O 3.12 2.32 5.19
C 0.33 2.36 3.65
C 1.19 3.01 2.67
N 1.13 2.88 1.40
C 2.01 3.66 0.63
C 2.20 5.03 0.85
C 3.03 5.79 0.04
C 3.69 5.20 -1.02
C 3.52 3.84 -1.27
C 2.69 3.08 -0.45
I 2.48 1.06 -0.85
C -0.86 1.71 3.26
O -1.30 1.67 2.08
H -3.44 0.06 4.81
H -2.53 -0.72 3.51
H -3.41 0.75 3.17
H 0.11 1.80 6.99
H 1.90 3.12 6.60
H 2.03 4.08 5.13
H 2.95 1.83 4.38
H 1.97 3.67 3.09
H 1.64 5.49 1.66
H 3.14 6.85 0.24
H 4.33 5.79 -1.67
H 4.02 3.36 -2.09
Se -4.59 -0.98 -1.24
Se -4.13 -3.27 -0.86
Te -2.27 -3.40 0.90
Se -0.24 -4.33 -0.22
*
```

Results
- energy relative to the best compared isomer or geometry (same formula, charge and spin) (kJ/mol) = 0.0
- electronic energy (a.u.) = -8590.94599

Entry 2:
This record from the Open Molecules 2025 dataset describes 11 unconnected molecules or ions with the total composition C4H31N2O11 at a distorted geometry. The level of theory is ωB97M-V/def2-TZVPD.

ORCA input file:
```
! RIJCOSX wB97M-V def2-TZVPD def2/J DEFGRID3
* xyz 1 1
N -1.86 -0.67 0.37
C -0.79 0.34 0.57
C 0.36 -0.02 -0.37
N 1.41 0.87 -0.42
C 1.57 2.07 0.37
C 2.45 0.48 -1.39
O 0.25 -1.01 -1.09
H -1.66 -1.64 0.78
H -2.11 -0.83 -0.63
H -2.75 -0.20 0.81
H -0.57 0.35 1.68
H -1.15 1.33 0.31
H 1.49 3.06 -0.08
H 0.89 2.11 1.21
H 2.60 1.98 0.76
H 2.13 0.94 -2.33
H 3.47 0.64 -1.03
H 2.38 -0.57 -1.72
H 3.51 -0.84 1.20
H 4.21 -1.14 2.50
O 3.45 -0.66 2.15
H -0.92 2.31 -2.97
H -1.83 1.40 -2.26
O -1.24 2.17 -2.07
H 2.08 -2.97 0.32
H 1.73 -2.02 -0.79
O 2.51 -2.40 -0.33
H 0.14 -0.35 -4.18
H 0.26 -1.16 -2.94
O -0.21 -1.21 -3.84
H -1.95 4.30 0.16
H -2.19 3.52 -1.19
O -2.61 3.93 -0.43
H -3.25 2.21 0.65
H -4.10 1.78 1.90
O -3.60 1.47 1.15
H -0.82 -3.36 1.76
H -0.73 -3.33 0.22
O -1.36 -3.33 0.95
H -1.65 -0.72 -3.16
H -3.19 -0.29 -3.26
O -2.40 -0.24 -2.72
H 1.47 0.87 3.85
H 1.74 -0.07 2.68
O 1.03 0.27 3.25
H 0.35 -3.86 3.47
H 1.14 -2.49 3.08
O 0.31 -3.00 3.04
*
```

Results
- energy relative to the best compared isomer or geometry (same formula, charge and spin) (kJ/mol) = 37.5
- electronic energy (a.u.) = -1107.98329

Entry 3:
This record from the Open Molecules 2025 dataset describes a molecular structure, C10H6NO5Pr at a distorted geometry. The level of theory is ωB97M-V/def2-TZVPD.

ORCA input file:
```
! RIJCOSX wB97M-V def2-TZVPD def2/J DEFGRID3
* xyz 2 3
O -1.26 -5.19 -1.71
C -0.81 -4.14 -1.73
Pr 0.74 0.54 -0.87
O 2.96 -2.48 -1.06
C 2.25 -1.60 -0.93
C 2.85 1.61 -2.17
O 3.78 2.11 -2.60
C 0.43 0.27 -3.70
O 0.09 0.74 -4.71
C 1.57 -0.58 -3.07
O 2.13 -1.28 -3.86
H -1.07 0.51 -1.73
C -1.70 1.21 3.58
C -1.26 2.13 2.73
C -0.70 1.76 1.50
N -0.59 0.46 1.13
C -1.03 -0.53 1.96
C -1.65 -0.18 3.30
H -2.16 1.46 4.59
H -1.30 3.22 2.96
H -0.33 2.48 0.79
H -0.96 -1.55 1.70
H -1.97 -0.99 3.90
*
```

Results
- electronic energy (a.u.) = -1331.81350
- <S²> = 2.01

Entry 4:
This record from the Open Molecules 2025 dataset describes a single C6H4O molecule at a distorted geometry. The level of theory is ωB97M-V/def2-TZVPD.

ORCA input file:
```
! RIJCOSX wB97M-V def2-TZVPD def2/J DEFGRID3
* xyz 0 1
C -2.48 -1.75 1.26
C -2.13 -0.81 0.59
C -1.54 0.22 -0.10
C -0.69 1.01 -0.50
C 0.70 0.55 -0.26
C 1.98 0.85 -0.87
O 1.64 1.35 0.41
H -2.89 -2.53 1.86
H 0.62 -0.47 0.13
H 2.12 1.59 -1.65
H 2.66 0.00 -0.86
*
```

Results
- SMILES = C#CC#C[C@H]1CO1
- energy relative to the best compared isomer or geometry (same formula, charge and spin) (kJ/mol) = 474.4
- electronic energy (a.u.) = -306.03083